Record 1
ORCA calculation (ωB97M-V/def2-TZVPD) on a cluster of 2 separate species, C5H14 in total.

structure (SMILES) = CCC.CC
energy relative to the best compared isomer or geometry (same formula, charge and spin) = 334.7 kJ/mol
DFT total energy = -198.76169 Eh
orbital gap = 11.065 eV
multiplicity = 1
HOMO level = -10.051 eV

Structure (XYZ):
```
19
Properties=species:S:1:pos:R:3:forces:R:3
C 0.549 0.479 0.502 -0.216 -2.496 -0.903
C 0.238 0.563 1.995 -2.605 6.055 -2.914
C 0.521 -0.352 3.076 -4.109 -5.306 1.032
H 0.292 -0.561 0.167 0.112 0.749 0.003
H 0.010 1.151 -0.174 -0.802 0.036 0.790
H 1.499 0.662 0.102 2.215 -0.032 0.265
H -0.872 0.727 1.732 1.052 -0.370 1.734
H 0.572 1.684 2.263 -0.672 -2.342 -0.105
H 0.927 0.152 3.867 2.230 0.554 1.790
H 0.861 -1.424 2.771 0.140 2.159 0.749
H -0.567 -0.698 3.762 2.667 1.003 -2.368
C -1.203 -0.663 -2.401 -4.174 3.874 -3.325
C 0.061 -0.001 -2.898 2.383 -0.767 2.668
H -2.093 -0.719 -3.260 2.700 -0.420 1.187
H -1.078 -1.584 -2.041 0.209 -3.571 1.701
H -1.923 -0.011 -1.826 1.636 -0.592 0.626
H 0.371 -0.322 -3.844 0.000 -0.343 -1.705
H 1.128 -0.252 -2.282 -3.216 0.755 -0.999
H -0.124 1.044 -2.876 0.448 1.055 -0.226
```
Positions in Å, forces in eV/Å.

Record 2
ORCA calculation (ωB97M-V/def2-TZVPD) on a structure of composition C4H7NO2.

energy relative to the best compared isomer or geometry (same formula, charge and spin) = 427.0 kJ/mol
DFT total energy = -361.71823 Eh
orbital gap = 8.655 eV
multiplicity = 1
HOMO level = -7.902 eV

Structure (XYZ):
```
14
Properties=species:S:1:pos:R:3:forces:R:3
O -1.297 -0.975 1.078 0.158 -0.036 0.152
C -0.927 0.109 -0.293 0.178 0.087 -0.190
C -0.139 1.250 0.300 -0.251 0.013 -0.030
O 1.099 0.784 0.809 0.053 -0.020 0.152
C 1.784 -0.019 -0.084 0.118 -0.152 -0.176
N 1.257 -0.763 -0.955 0.010 0.119 0.134
C -0.161 -0.864 -1.009 -0.060 0.210 -0.325
H -0.624 -0.806 1.764 -0.158 0.003 -0.044
H -1.947 0.332 -0.596 0.128 -0.070 0.067
H 0.030 1.985 -0.504 -0.010 -0.112 0.042
H -0.650 1.757 1.122 0.062 -0.127 -0.110
H 2.858 0.029 0.076 -0.159 0.018 -0.028
H -0.562 -1.284 -1.924 0.056 0.034 0.071
H -0.723 -1.535 0.217 -0.125 0.033 0.286
```
Positions in Å, forces in eV/Å.

Record 3
ORCA calculation (ωB97M-V/def2-TZVPD) on a cluster of 2 separate species, C15H18 in total.

energy relative to the best compared isomer or geometry (same formula, charge and spin) = 5.1 kJ/mol
DFT total energy = -582.04483 Eh
orbital gap (spin up / spin down) = 7.397 / 3.565 eV
net charge = +1
multiplicity = 2
HOMO level (spin up / spin down) = -11.670 / -11.643 eV

Structure (XYZ):
```
33
Properties=species:S:1:pos:R:3:forces:R:3
C -1.619 -1.774 0.286 0.295 0.178 -0.203
C -2.403 -2.823 1.070 0.356 -0.534 -0.015
C -2.223 -0.388 0.284 0.229 0.068 -0.031
C -3.344 -0.116 -0.496 -0.157 -0.338 0.489
C -1.641 0.649 1.015 -0.296 -0.090 -0.283
C -3.968 1.123 -0.445 0.208 0.078 0.052
C -2.170 1.938 0.941 0.248 -0.766 -0.132
C -3.382 2.140 0.291 0.602 0.397 0.414
H -0.575 -1.719 0.630 -0.244 0.056 0.253
H -1.527 -2.094 -0.756 -0.107 -0.109 -0.023
H -3.189 -3.259 0.465 -0.345 0.130 -0.102
H -3.769 -0.966 -1.011 -0.200 0.175 -0.373
H -0.830 0.408 1.692 0.299 0.159 -0.106
H -4.873 1.345 -0.991 -0.129 -0.247 -0.008
H -1.569 2.742 1.336 -0.442 0.304 0.503
H -3.844 3.101 0.448 -0.202 0.197 -0.518
H -2.844 -2.441 1.987 0.046 0.135 0.061
H -1.755 -3.670 1.325 -0.051 0.200 0.061
C 4.327 -1.801 -1.220 0.258 0.508 0.483
C 1.937 1.415 0.299 -0.671 0.008 -1.502
C 1.353 0.384 -0.536 0.031 -0.122 0.185
C 3.298 1.513 0.372 0.911 -0.424 0.158
C 2.094 -0.685 -0.993 -0.297 0.369 -0.299
C 4.061 0.475 -0.165 0.105 0.573 0.373
C 3.474 -0.651 -0.844 -0.195 -0.531 0.461
H 1.242 2.174 0.620 0.155 0.179 0.482
H 0.313 0.529 -0.814 -0.032 -0.294 0.165
H 3.806 2.339 0.849 -0.135 -0.003 0.138
H 1.630 -1.491 -1.548 -0.014 0.091 0.011
H 5.138 0.489 -0.024 -0.093 0.008 -0.142
H 3.817 -2.511 -1.848 -0.066 -0.197 -0.304
H 4.572 -2.298 -0.268 0.003 -0.089 -0.068
H 5.289 -1.482 -1.623 -0.072 -0.071 -0.181
```
Positions in Å, forces in eV/Å.

Record 4
ORCA calculation (ωB97M-V/def2-TZVPD) on a cluster of 13 separate species, C41H84N8O21 in total.

DFT total energy = -3630.57735 Eh
orbital gap = 9.093 eV
multiplicity = 1
HOMO level = -9.138 eV

Structure (XYZ):
```
154
Properties=species:S:1:pos:R:3:forces:R:3
C 3.622 2.056 -7.167 -0.730 -0.185 2.074
O 3.055 3.298 -6.696 0.640 0.302 -0.917
H 2.901 1.333 -6.784 0.109 -0.755 -0.948
H 3.856 1.974 -8.228 -0.526 0.458 0.064
H 4.517 1.824 -6.591 0.406 0.229 -0.149
H 2.388 3.091 -6.037 0.076 -0.057 -0.096
C -0.182 -0.201 11.590 0.252 0.841 -0.594
C 0.613 -0.063 10.266 -1.256 -0.823 0.890
C 0.088 -1.087 9.243 0.309 -0.005 1.874
O 0.302 -0.496 8.000 1.049 1.371 -0.479
C 0.463 0.856 8.229 -0.833 2.785 -3.827
O 0.510 1.726 7.336 0.097 -3.341 2.840
O 0.397 1.158 9.520 0.727 -0.491 1.111
H -1.232 -0.250 11.302 -0.085 -0.123 0.582
H -0.013 0.589 12.322 -0.077 0.541 -0.486
H 0.161 -1.048 12.185 -0.197 -0.551 -0.602
H 1.654 -0.252 10.527 0.308 0.553 -0.606
H -0.989 -1.218 9.352 0.016 -0.350 0.211
H 0.668 -1.980 9.477 -0.301 -0.408 -0.937
C -0.768 -6.139 5.675 0.228 -0.547 0.374
C -0.275 -5.867 4.269 -1.524 0.472 0.144
C -0.269 -4.377 3.832 -2.608 -1.104 0.610
O 1.045 -4.042 3.947 2.312 0.897 -0.805
C 1.808 -5.134 3.817 5.464 -1.287 0.891
O 3.067 -5.144 3.623 -6.026 0.127 0.603
O 1.078 -6.259 4.178 1.235 1.414 -1.362
H -0.405 -5.445 6.433 -0.029 0.355 -0.236
H -0.346 -7.098 5.978 -0.121 -0.189 -0.047
H -1.851 -6.236 5.746 0.012 0.227 -0.128
H -0.890 -6.414 3.554 0.257 -0.353 0.005
H -0.904 -3.777 4.483 0.316 0.102 0.274
H -0.696 -4.229 2.840 0.488 -0.096 -0.346
C -5.042 1.834 -6.862 0.450 0.027 -0.099
C -3.557 1.571 -6.661 -0.764 -1.058 1.163
C -3.392 0.140 -6.116 0.106 -0.047 0.633
O -2.367 -0.494 -6.901 0.090 1.259 -1.213
C -2.003 0.376 -7.917 2.156 -0.521 -1.757
O -1.109 0.178 -8.773 -3.860 0.739 3.593
O -2.770 1.520 -7.831 0.989 -0.195 -0.844
H -5.541 1.598 -5.921 0.024 -0.143 0.106
H -5.409 1.145 -7.622 -0.306 0.404 -0.200
H -5.245 2.894 -7.017 -0.088 -0.167 -0.580
H -3.249 2.316 -5.927 0.889 0.066 -0.331
H -4.358 -0.360 -6.187 0.230 -0.508 -0.355
H -3.089 0.088 -5.071 0.111 0.151 -0.065
C -1.620 7.429 -6.153 0.307 1.068 -0.373
C -1.916 8.103 -4.841 -1.102 0.045 -1.250
C -3.367 7.994 -4.443 0.002 2.017 -0.381
O -3.303 7.899 -3.010 -0.105 -0.533 -0.613
C -2.047 7.524 -2.661 0.079 -0.727 0.750
O -1.740 7.263 -1.517 0.071 0.521 -2.629
O -1.288 7.453 -3.835 1.436 -1.727 4.408
H -2.161 8.008 -6.902 0.240 0.034 -0.360
H -1.938 6.394 -6.278 0.095 0.006 0.563
H -0.544 7.546 -6.289 -0.054 -0.312 -0.512
H -1.557 9.131 -4.788 -0.146 0.305 -0.600
H -3.853 7.223 -5.040 -0.299 -0.522 0.943
H -3.816 8.958 -4.680 -0.513 -0.199 0.079
C 6.290 1.576 6.999 0.867 -1.797 1.667
O 6.669 1.929 8.124 -0.720 0.128 -2.092
N 6.419 0.263 6.588 -1.529 -0.355 -1.835
C 7.058 -0.778 7.325 1.633 0.312 0.252
C 5.771 -0.292 5.344 -0.117 1.331 0.831
H 5.833 2.174 6.196 0.032 0.380 0.375
H 7.744 -1.277 6.640 -0.174 -0.396 -0.236
H 6.406 -1.535 7.762 -0.159 0.268 0.197
H 7.768 -0.332 8.020 -0.552 -0.043 0.577
H 6.431 -1.012 4.860 0.132 0.379 -0.104
H 4.820 -0.797 5.511 0.052 -0.256 0.658
H 5.464 0.534 4.703 0.513 0.033 -0.287
C -3.722 8.677 4.609 -0.204 1.003 1.362
O -4.006 9.813 4.998 0.475 -1.523 -0.515
N -3.159 7.699 5.387 -1.146 0.463 -0.808
C -2.840 6.419 4.812 0.144 -0.429 -1.002
C -2.730 7.867 6.764 -0.595 -0.817 -0.307
H -3.932 8.331 3.585 0.055 0.024 0.024
H -3.305 6.260 3.839 0.106 0.704 -0.292
H -3.218 5.520 5.299 0.102 0.326 0.983
H -1.762 6.341 4.673 0.114 -0.306 0.075
H -1.645 7.776 6.717 0.081 0.398 0.802
H -3.162 8.715 7.296 0.478 0.379 -0.649
H -3.162 7.008 7.276 0.400 -0.221 0.322
C -3.926 -4.992 -1.778 -1.748 -0.034 0.510
O -4.411 -4.254 -0.920 0.828 -0.772 -0.859
N -4.294 -6.293 -1.992 1.696 0.216 -2.980
C -3.525 -7.037 -3.048 -0.661 -0.013 0.395
C -5.244 -7.019 -1.226 0.853 -0.157 1.977
H -3.239 -4.685 -2.582 0.264 0.328 0.437
H -2.918 -6.417 -3.708 -0.185 0.494 0.387
H -4.205 -7.565 -3.716 -0.221 -0.036 0.162
H -2.836 -7.774 -2.634 -0.101 -0.042 0.354
H -4.635 -7.732 -0.671 -0.233 -0.402 0.441
H -5.608 -6.298 -0.494 -0.481 -0.219 -0.045
H -6.030 -7.623 -1.678 0.022 0.647 -0.765
C 6.111 6.021 0.352 0.014 -0.195 1.262
O 7.197 6.006 -0.158 0.762 0.202 -0.914
N 5.138 5.119 0.194 -1.547 -1.178 -0.519
C 3.963 5.155 1.048 -0.040 0.794 0.845
C 5.119 4.059 -0.803 -0.259 0.002 -0.142
H 5.828 6.724 1.150 0.105 0.387 -0.050
H 4.246 5.631 1.986 -0.024 0.102 0.047
H 3.548 4.195 1.354 0.489 -0.364 -0.432
H 3.120 5.732 0.666 0.051 0.053 -0.457
H 5.890 4.142 -1.569 0.193 0.133 0.460
H 5.142 3.091 -0.301 0.371 -0.125 -0.047
H 4.163 4.076 -1.326 -0.132 0.182 -0.064
C 3.165 -5.040 -7.363 0.422 0.436 1.088
O 3.127 -6.016 -8.070 0.245 -0.126 -0.635
N 4.243 -4.211 -7.155 -1.184 -0.710 0.175
C 4.249 -3.251 -6.056 -0.024 0.390 -0.841
C 5.446 -4.382 -7.902 0.749 0.613 -0.285
H 2.303 -4.775 -6.731 -0.028 0.267 0.027
H 3.243 -2.838 -5.976 -0.059 -0.403 0.707
H 4.840 -2.364 -6.281 0.225 -0.086 -0.543
H 4.716 -3.644 -5.153 -0.532 -0.231 0.238
H 5.470 -5.229 -8.588 -0.437 -0.067 0.367
H 5.561 -3.475 -8.496 0.403 0.051 -0.202
H 6.285 -4.440 -7.208 0.207 -0.138 -0.085
C -6.166 3.052 -0.407 -1.286 0.070 0.421
O -5.554 2.955 -1.432 0.862 -0.264 -0.821
N -7.160 2.217 -0.003 -1.620 -1.335 -0.453
C -8.074 2.512 1.075 -0.155 -0.344 1.266
C -7.631 1.010 -0.767 0.844 0.661 -0.239
H -6.032 3.886 0.300 0.111 0.013 0.135
H -8.210 1.586 1.634 0.424 0.013 0.529
H -9.123 2.745 0.893 -0.016 0.306 -1.321
H -7.772 3.318 1.744 0.580 -0.161 -0.086
H -8.616 1.159 -1.209 0.012 0.405 -0.056
H -6.928 0.750 -1.559 0.019 0.344 0.049
H -7.732 0.113 -0.156 0.240 0.277 0.543
C 0.117 1.621 -1.462 0.375 -1.022 -0.224
O 0.477 1.477 -2.608 0.050 0.597 -0.788
N 0.459 0.739 -0.502 -1.050 -0.339 0.933
C -0.235 0.745 0.788 0.104 -0.373 -0.114
C 1.341 -0.439 -0.669 0.479 1.423 -0.283
H -0.510 2.452 -1.105 0.011 -0.010 0.006
H 0.498 0.623 1.586 -0.081 -0.114 0.114
H -0.944 -0.082 0.791 0.068 -0.257 0.278
H -0.840 1.620 1.026 0.339 0.335 -0.541
H 1.766 -0.556 -1.666 -0.395 0.529 -0.116
H 2.160 -0.119 -0.025 0.352 -1.069 0.244
H 0.902 -1.406 -0.425 -0.254 0.310 0.451
C 2.599 -7.872 -1.731 -1.399 0.433 -0.668
O 1.637 -7.119 -1.946 1.571 -1.261 0.143
N 2.929 -8.996 -2.429 0.003 -0.439 0.096
C 3.954 -9.899 -1.881 -0.658 0.760 0.363
C 2.206 -9.489 -3.608 0.652 0.225 0.505
H 3.318 -7.708 -0.912 -0.131 0.208 0.056
H 4.423 -9.324 -1.082 0.446 -0.286 -0.103
H 4.679 -10.253 -2.614 -0.028 0.342 -0.129
H 3.506 -10.775 -1.411 -0.187 -0.111 -0.076
H 1.461 -8.763 -3.935 0.212 -0.075 0.027
H 2.982 -9.674 -4.350 -0.268 0.181 -0.427
H 1.749 -10.459 -3.412 -0.240 0.047 0.210
```
Positions in Å, forces in eV/Å.

> multiplicity of number 3 (C15H18)?

2